Computed, not measured: a gas-phase ion, C9H18ClIN3OP2S (charge +1), with ωB97M-V with the def2-TZVPD basis set.

```
36
Properties=species:S:1:pos:R:3
C -3.096 -0.521 -4.167
C -1.785 -0.197 -3.414
S -2.188 0.575 -1.810
C -0.546 1.116 -1.211
C -0.349 0.725 0.212
C 0.584 -0.074 0.786
C 1.661 -0.691 -0.081
C 2.403 -1.945 0.445
C 3.889 -1.607 0.696
I 2.418 -3.454 -1.131
N 0.316 -0.126 2.149
P 1.291 -1.017 3.331
O 2.440 0.070 3.616
Cl 0.054 -0.885 4.988
C -0.771 0.601 2.392
N -1.173 1.134 1.256
P -2.577 2.208 1.219
N -2.145 3.664 0.877
H -3.037 -1.508 -4.619
H -3.932 -0.474 -3.469
H -3.245 0.210 -4.960
H -1.303 -1.149 -3.190
H -1.119 0.427 -4.006
H -0.432 2.202 -1.270
H 0.227 0.671 -1.829
H 1.187 -0.964 -1.019
H 2.403 0.074 -0.322
H 1.946 -2.443 1.291
H 3.998 -0.601 1.110
H 4.444 -1.636 -0.240
H 4.326 -2.376 1.334
H 3.130 -0.305 4.184
H -1.250 0.743 3.346
H -3.479 1.685 0.269
H -3.149 2.186 2.514
H -1.141 3.684 0.723
```

Properties
charge	+1
SMILES string	CCSCc1c(C[C@H](C)I)n(P(O)Cl)c[n+]1[PH2]=N
Kohn-Sham gap	8.59	eV
LUMO level	-3.43	eV

Atomic partial charges in e from the Löwdin method, atoms 1 to 5:
1. C -0.15
2. C -0.51
3. S 0.87
4. C -0.39
5. C -0.26

=====

Computed, not measured: a single C20H17N5O molecule, with ωB97M-V with the def2-TZVPD basis set.

```
43
Properties=species:S:1:pos:R:3
C -5.563 -3.702 3.362
C -4.363 -3.211 2.587
C -3.064 -3.360 3.063
C -2.002 -2.748 2.360
C -2.237 -2.067 1.139
N -1.174 -1.604 0.369
N -1.014 -2.000 -0.903
N -0.007 -1.378 -1.391
C 0.484 -0.494 -0.451
C 1.576 0.438 -0.704
N 2.352 1.001 0.210
N 3.283 1.808 -0.484
C 3.051 1.607 -1.777
C 3.765 2.282 -2.909
C 3.483 1.963 -4.249
C 4.162 2.635 -5.280
C 5.098 3.629 -4.984
C 5.382 3.950 -3.667
C 4.674 3.310 -2.671
O 2.020 0.736 -1.941
C -0.208 -0.657 0.710
C -0.119 0.064 2.025
C -1.273 0.941 2.532
C 0.021 1.616 2.096
C -3.560 -2.025 0.650
C -4.627 -2.542 1.385
H -5.718 -3.033 4.236
H -6.455 -3.681 2.752
H -5.399 -4.687 3.806
H -2.874 -3.918 3.972
H -0.964 -2.797 2.714
H 2.678 1.253 -4.504
H 3.953 2.400 -6.321
H 5.635 4.125 -5.801
H 6.050 4.757 -3.424
H 4.898 3.609 -1.672
H 0.389 -0.571 2.792
H -1.380 0.955 3.648
H -2.139 1.126 1.905
H -0.032 2.206 1.190
H 0.633 2.024 2.921
H -3.746 -1.479 -0.281
H -5.671 -2.481 0.990
```

Properties
SMILES string	Cc1ccc(-n2nnc(-c3nnc(-c4ccccc4)o3)c2C2CC2)cc1
Kohn-Sham gap	8.99	eV
LUMO level	0.39	eV

Atomic partial charges in e from the Löwdin method, atoms 1 to 5:
1. C -0.06
2. C -0.29
3. C -0.03
4. C 0.01
5. C -0.21